{
  "formula": "C42H58NO8P3",
  "method": "wB97M-V/def2-TZVPD",
  "symbols": ["P", "H", "C", "C", "H", "H", "C", "C", "H", "H", "H", "O", "C", "C", "H", "C", "N", "C", "C", "H", "H", "C", "H", "H", "H", "H", "H", "H", "C", "C", "C", "O", "H", "C", "H", "H", "H", "H", "C", "O", "C", "C", "H", "H", "C", "H", "H", "H", "C", "C", "H", "H", "H", "O", "H", "O", "H", "C", "C", "C", "H", "C", "H", "C", "H", "C", "H", "H", "C", "H", "C", "H", "C", "H", "C", "H", "H", "C", "H", "H", "O", "C", "H", "O", "C", "H", "C", "H", "H", "C", "C", "H", "H", "H", "C", "H", "C", "H", "C", "C", "C", "O", "C", "P", "P", "H", "H", "H", "H", "H", "H", "H"],
  "xyz": [[0.5496, -3.6642, -0.7245], [8.8309, -4.9708, -0.2155], [4.4244, -4.6783, -1.4268], [-9.0986, -4.9222, -4.1185], [2.7161, 11.0333, -1.5746], [-8.2436, -3.0214, -4.6445], [7.8536, -4.4736, -0.5691], [-7.9544, 5.6958, 2.1154], [11.2416, -2.0357, -0.6529], [-1.1352, 0.7887, 4.4287], [-3.0243, -0.7753, 4.7739], [-3.0488, -4.8833, -2.5643], [7.7604, -3.0263, 0.0938], [-5.5946, 6.0840, 1.8180], [4.2871, 2.6733, 1.7314], [-7.7194, 4.3262, 2.1898], [1.7536, -0.1136, -1.1025], [2.0840, 9.1005, -0.8776], [-0.2674, 8.6205, -1.0919], [3.5137, 6.5359, -1.2682], [-7.3655, -7.5732, -2.9030], [5.2322, -4.8136, -0.0186], [2.8071, -3.5899, 0.3287], [10.3622, -3.4874, -1.3414], [4.9727, -5.1853, -2.2801], [0.4522, -3.0929, 2.1841], [2.3934, -5.4896, -2.1811], [-5.3334, 0.0975, 4.9707], [8.9791, -2.0440, -0.2416], [-2.1460, 1.1714, 4.5226], [2.9480, -5.3209, -1.2062], [1.6759, -1.2150, -0.2705], [1.9201, -5.1328, 0.7576], [1.8789, 10.3580, -1.4359], [-4.3501, 4.3310, 1.7931], [-4.7660, 6.7691, 1.6741], [-1.4722, 10.1877, -1.9364], [-1.1809, -5.4322, -0.5778], [1.0118, 8.2307, -0.7074], [1.1884, -3.2287, -2.2746], [-3.6771, 3.0314, 4.5696], [0.3093, -1.7797, -0.4007], [-0.1650, -1.6204, 0.6267], [6.9343, -6.1150, 0.7411], [0.5989, 10.7497, -1.8155], [6.5849, -6.2371, -1.0405], [5.2183, -3.8439, 0.5822], [-5.5019, -5.9627, -3.1528], [-6.4224, 3.8362, 2.0777], [-2.3804, 2.5416, 4.4537], [6.8199, -2.5296, -0.3521], [8.7260, -1.3533, -1.1101], [5.3812, 6.5855, 0.3569], [-2.7509, -3.6587, 2.9818], [1.1726, 7.2489, -0.2750], [-2.7587, -1.9163, 1.0526], [2.4033, 2.6359, 0.1245], [-8.8517, -6.2025, -3.6332], [-6.7563, -4.3943, -3.9208], [-5.3604, 4.7141, 1.8870], [0.4380, 11.7319, -2.2464], [-6.8914, 6.5744, 1.9338], [-5.7517, 2.5344, 4.8358], [-7.5578, -6.5764, -3.2849], [7.9863, -4.3612, -1.7069], [-4.7403, 2.1523, 4.7511], [5.7738, 4.6499, 1.8502], [-8.9657, 6.0779, 2.2002], [-6.5108, -5.6716, -3.4268], [4.6032, -5.5574, 0.5981], [-0.4740, 9.8814, -1.6419], [-1.5520, 3.2269, 4.3099], [-4.5054, 0.7828, 4.8254], [-8.5477, 3.6411, 2.3351], [4.1151, 3.5214, 1.0769], [4.2524, -3.5674, -1.5997], [-4.3054, -4.2377, 0.6506], [2.8425, 4.5832, -0.6718], [-3.7937, -4.2759, -2.3709], [7.5519, -3.0627, 1.2254], [1.3102, 0.8124, -0.4777], [-0.7535, -4.8196, -1.4525], [-3.8598, 4.0995, 4.5174], [-1.7756, -2.9460, -2.7409], [-3.2080, 0.2929, 4.7133], [9.0974, -1.3574, 0.6753], [6.6750, -5.4788, -0.1771], [-1.1032, 7.9418, -0.9618], [-5.9386, -3.6908, -4.0379], [-8.0513, -4.0186, -4.2639], [-1.8764, -4.1012, -2.3120], [-10.1085, -4.6287, -4.3846], [-6.2390, 2.7687, 2.1384], [10.6591, -3.4040, 0.4578], [2.1683, -4.4345, -0.1238], [-0.2495, -5.5978, -2.1332], [4.9512, 4.6314, 1.1434], [3.1065, -6.3659, -0.7490], [3.6806, 5.6915, -0.6079], [4.7320, 5.7183, 0.3027], [10.3874, -2.7601, -0.4567], [-3.3739, -4.5572, 0.6035], [3.0580, 3.4985, 0.1725], [-2.3629, -3.5115, 1.4889], [-0.2526, -4.0178, 1.3498], [2.0207, 4.5642, -1.3798], [-2.4841, -1.3014, 1.7744], [2.1077, -2.8924, -2.2033], [-0.2844, -1.2777, -1.2293], [3.0810, 8.7976, -0.5753], [-9.6677, -6.9085, -3.5251], [-7.0736, 7.6426, 1.8817]],
  "atomic_forces_ev_per_a": [[1.1, 1.6, -1.1], [-1.4, 0.7, -0.6], [-0.8, 0.1, 1.2], [0.1, 0.0, 0.0], [-0.1, 0.0, 0.0], [0.0, -0.1, 0.0], [0.9, -0.1, 0.5], [0.1, 0.0, 0.0], [-1.2, -0.8, 0.3], [-0.1, 0.0, 0.0], [0.0, 0.1, 0.0], [1.9, 1.3, 1.1], [-0.9, 0.3, -0.6], [-0.1, -0.1, 0.0], [0.0, 0.1, 0.0], [0.1, 0.1, 0.0], [-1.1, 2.9, 2.0], [-0.1, 0.0, 0.0], [0.1, 0.1, 0.0], [0.0, -0.1, 0.0], [0.0, 0.1, 0.0], [-0.6, -1.2, 0.0], [-0.9, -1.1, -0.9], [0.0, 1.1, 1.1], [-0.6, 0.8, 1.0], [-0.8, 0.2, -0.3], [0.6, 0.6, 1.2], [0.1, 0.0, 0.0], [0.5, 0.3, 0.9], [-0.1, 0.0, 0.0], [1.2, -0.2, 0.3], [-0.7, -2.1, -0.5], [0.3, 1.2, -1.2], [-0.1, 0.0, 0.0], [-0.1, 0.0, 0.0], [-0.1, 0.0, 0.0], [0.1, 0.0, 0.0], [0.3, 1.0, -1.5], [0.0, 0.0, 0.0], [0.3, -0.5, 0.4], [0.0, 0.0, 0.0], [-0.4, 0.4, 0.9], [0.5, 0.0, -1.8], [-0.3, 1.2, -1.1], [0.0, -0.1, 0.0], [0.1, 1.0, 1.3], [0.3, -1.2, -0.9], [-0.1, 0.0, -0.1], [0.0, 0.0, 0.0], [-0.1, 0.0, 0.0], [1.3, -0.7, 0.7], [0.3, -1.1, 0.9], [0.0, -0.1, 0.0], [1.3, 0.4, -3.5], [0.0, 0.1, 0.0], [0.7, -1.7, 0.0], [0.1, 0.2, 0.0], [0.1, 0.1, 0.0], [-0.1, -0.1, 0.1], [-0.1, 0.1, 0.0], [0.0, -0.1, 0.0], [0.0, -0.1, 0.0], [0.1, 0.0, 0.0], [0.0, 0.1, 0.0], [-0.5, -0.1, 1.6], [0.1, -0.1, 0.0], [-0.1, 0.0, 0.0], [0.1, 0.0, 0.0], [0.0, 0.0, 0.0], [1.0, 1.1, -0.7], [0.1, 0.0, 0.0], [-0.1, 0.0, 0.0], [0.0, 0.1, 0.0], [0.1, 0.0, 0.0], [0.0, 0.1, -0.1], [0.5, -1.3, -0.3], [0.9, -0.2, 0.2], [0.1, 0.0, 0.1], [0.4, -0.3, -0.5], [0.6, -0.2, -1.6], [1.0, -1.0, -2.1], [-0.5, -1.2, -0.5], [0.0, -0.1, 0.0], [-0.4, -3.3, 1.5], [0.0, 0.0, 0.0], [-0.2, -0.9, -1.4], [-0.2, -0.1, -0.7], [0.1, 0.0, 0.0], [-0.1, 0.0, 0.0], [0.0, -0.1, 0.0], [-0.3, 1.8, -0.6], [0.1, 0.0, 0.0], [0.0, 0.1, 0.0], [-0.4, 1.1, -1.3], [0.1, -1.1, 0.7], [-0.5, 1.3, 0.9], [-0.1, 0.0, 0.0], [-0.3, 1.5, -0.7], [0.0, 0.0, 0.0], [0.0, -0.1, 0.0], [-0.1, -0.7, -0.1], [1.5, 2.2, 0.2], [0.0, 0.0, 0.0], [-3.4, 0.8, 4.6], [-0.5, -2.0, 0.5], [0.1, 0.0, 0.0], [-0.4, -0.8, -0.5], [-0.8, -0.2, 0.0], [0.8, -0.7, 1.0], [-0.1, 0.0, 0.0], [0.1, 0.1, 0.0], [0.0, -0.1, 0.0]],
  "lowdin_charge": [0.629, 0.104, -0.180, -0.096, 0.100, 0.101, -0.223, -0.098, 0.071, 0.098, 0.100, 0.023, -0.230, -0.095, 0.100, -0.095, 0.004, -0.100, -0.094, 0.088, 0.101, -0.215, 0.104, 0.068, 0.111, -0.057, 0.100, 0.102, -0.258, -0.102, -0.233, -0.215, 0.056, -0.095, 0.099, 0.099, 0.100, 0.068, -0.095, -0.301, -0.104, -0.273, 0.042, 0.112, -0.098, 0.109, 0.099, 0.088, -0.105, -0.096, 0.103, 0.104, 0.100, -0.427, 0.091, -0.249, 0.065, -0.096, -0.098, -0.104, 0.099, -0.099, 0.100, -0.094, 0.121, -0.103, 0.099, 0.099, -0.098, 0.104, -0.098, 0.100, -0.090, 0.100, -0.093, 0.099, 0.090, -0.090, 0.103, 0.120, 0.044, -0.186, 0.100, 0.079, -0.099, 0.105, -0.208, 0.100, 0.098, -0.096, -0.431, 0.101, 0.099, 0.082, -0.323, 0.125, -0.097, 0.114, -0.107, -0.094, -0.150, -0.218, -0.090, 0.383, 0.671, 0.104, 0.069, 0.050, 0.112, 0.092, 0.100, 0.099],
  "homo_energy_ev": -8.767,
  "orbital_gap_ha": 0.2922,
  "e_lumo_ha": -0.030,
  "largest_force_ev_per_a": 5.8,
  "smiles": "CCCCCCCCCP(O)(CON=O)(CC(=O)O)PP(=O)(O)O.c1ccccc1.c1ccccc1.c1ccccc1.c1ccccc1.c1ccccc1",
  "e_tot_ha": -3315.74725
}